{
  "formula": "C24H27ClIO3P2Zr",
  "method": "the ωB97M-V functional and the def2-TZVPD basis",
  "total_charge": 3,
  "e_above_lowest_kj_mol": 38.9,
  "elements": ["C", "C", "H", "H", "H", "O", "I", "Zr", "P", "C", "C", "H", "H", "H", "C", "H", "H", "H", "H", "H", "H", "C", "O", "Cl", "O", "P", "C", "C", "C", "C", "C", "C", "C", "C", "C", "C", "C", "C", "C", "C", "C", "C", "C", "C", "H", "H", "H", "H", "H", "H", "H", "H", "H", "H", "H", "H", "H", "H", "H"],
  "xyz": [[-0.1293, 3.8422, -0.5963], [0.6487, 2.8397, -1.3810], [-1.0822, 4.0896, -1.0921], [0.3984, 4.7853, -0.4264], [-0.4228, 3.5268, 0.4173], [-0.0227, 1.6920, -1.5077], [3.1282, -0.0786, -2.8231], [1.4446, 0.4937, -0.6358], [2.0319, 3.2348, -2.4626], [1.8028, 2.7224, -4.1607], [1.6875, 4.9946, -2.5616], [3.9794, 3.4508, -1.0152], [4.1835, 4.1187, -2.6446], [4.3202, 2.3800, -2.4087], [3.7778, 3.2707, -2.0751], [1.9619, 5.4923, -1.6255], [2.3132, 5.3878, -3.3591], [2.4361, 3.4075, -4.7440], [0.7643, 2.7831, -4.5087], [0.6365, 5.1764, -2.8071], [2.2007, 1.7264, -4.3700], [-0.0227, -0.0372, -2.8507], [-0.5510, 0.3557, -3.7842], [2.6025, 1.7697, 1.0215], [0.3405, -0.8852, 0.2259], [-0.6872, -1.6427, 1.1028], [-0.8027, -0.6321, 2.5904], [-0.0935, -0.9854, 3.7479], [-0.0774, -0.1498, 4.8716], [-0.7726, 1.0458, 4.8515], [-1.4838, 1.4279, 3.6991], [-1.5014, 0.5960, 2.5909], [-2.1380, -1.8037, 0.0705], [-2.8595, -0.6588, -0.3540], [-3.8863, -0.7554, -1.2822], [-4.2093, -2.0057, -1.8359], [-3.5345, -3.1373, -1.4244], [-2.5166, -3.0388, -0.4596], [0.0161, -3.2379, 1.4740], [-0.5970, -4.1629, 2.3526], [-0.0185, -5.4104, 2.5968], [1.1869, -5.7631, 1.9859], [1.8097, -4.8554, 1.1316], [1.2271, -3.6141, 0.8750], [0.4993, -1.8998, 3.7546], [0.4914, -0.4472, 5.7513], [-0.7844, 1.6963, 5.7205], [-1.9952, 2.3964, 3.6613], [-2.0360, 0.9075, 1.7118], [-2.5760, 0.3275, 0.0198], [-4.4178, 0.1464, -1.6019], [-4.9992, -2.0630, -2.5703], [-3.7733, -4.1132, -1.8533], [-1.9808, -3.9369, -0.1578], [-1.5275, -3.9118, 2.8541], [-0.5243, -6.1053, 3.2783], [1.6411, -6.7393, 2.1744], [2.7588, -5.0945, 0.6492], [1.7347, -2.9186, 0.1984]]
}



{
  "formula": "C24H27ClN",
  "method": "the ωB97M-V functional and the def2-TZVPD basis",
  "total_charge": 1,
  "e_above_lowest_kj_mol": 101.9,
  "elements": ["Cl", "C", "C", "C", "C", "C", "C", "C", "C", "C", "C", "C", "H", "H", "H", "H", "H", "H", "H", "H", "H", "H", "C", "C", "C", "C", "C", "C", "N", "C", "C", "C", "C", "C", "C", "C", "H", "H", "H", "H", "H", "H", "H", "H", "H", "H", "H", "H", "H", "H", "H", "H", "H"],
  "xyz": [[4.1898, 0.0813, 2.3765], [2.4820, 0.0452, 2.3158], [1.7669, 1.2409, 2.1578], [0.3854, 1.2338, 2.3084], [-0.3162, 0.0364, 2.5890], [-1.7322, 0.0545, 2.8010], [-2.6026, -1.1527, 2.6422], [-4.0608, -0.5835, 2.5738], [-3.8731, 0.8957, 2.7297], [-2.5367, 1.2095, 2.8935], [0.4213, -1.1794, 2.6024], [1.8030, -1.1784, 2.4411], [2.3017, 2.1736, 2.0099], [-0.1685, 2.1665, 2.2278], [-2.3175, -1.7555, 1.7604], [-2.5067, -1.8104, 3.5215], [-4.5373, -0.8610, 1.6264], [-4.6485, -1.0264, 3.3886], [-4.6926, 1.6064, 2.6804], [-2.1341, 2.1985, 3.0985], [-0.1097, -2.1223, 2.7561], [2.3672, -2.1074, 2.4728], [1.0066, 3.2731, 4.9854], [1.6999, 2.1502, 5.4554], [1.0064, 1.0329, 5.9142], [-0.4133, 1.0095, 5.9237], [-1.1594, -0.1659, 6.3394], [-2.3743, -0.1041, 6.9948], [-2.9459, -1.1179, 7.6898], [-4.3253, -0.9295, 8.1023], [-4.8969, -1.9758, 9.0494], [-4.4003, -3.3872, 8.7757], [-2.8783, -3.4126, 8.7549], [-2.2275, -2.3639, 7.8465], [-1.0880, 2.1868, 5.5352], [-0.3925, 3.2884, 5.0411], [1.5496, 4.1399, 4.5955], [2.7936, 2.1491, 5.4384], [1.5449, 0.1678, 6.3119], [-0.6550, -1.1335, 6.2300], [-2.9290, 0.8409, 7.0415], [-4.3853, 0.0574, 8.5786], [-4.9689, -0.8727, 7.2064], [-4.6408, -1.7042, 10.0789], [-5.9847, -1.9270, 8.9579], [-4.7609, -4.0478, 9.5712], [-4.8037, -3.7599, 7.8277], [-2.5144, -3.2683, 9.7791], [-2.5271, -4.3948, 8.4248], [-2.0621, -2.8314, 6.8585], [-1.2230, -2.1420, 8.2413], [-2.1766, 2.2009, 5.5996], [-0.9480, 4.1646, 4.7000]]
}